Record 1
The molecule C2F4O. Source: OMol25; level of theory: ωB97M-V/def2-TZVPD.

Structure (XYZ):
```
7
Properties=species:S:1:pos:R:3:forces:R:3
C 1.238 0.020 0.150 -2.8 1.0 -0.8
C -1.343 0.161 -0.462 -2.0 0.0 -1.7
O 0.055 0.428 0.137 4.3 -1.0 2.1
F 1.715 -1.209 0.353 -0.8 2.2 -0.6
F 2.061 0.913 -0.335 1.1 -1.3 0.5
F -2.149 0.810 0.393 0.3 0.0 0.1
F -1.575 -1.123 -0.236 -0.1 -0.8 0.4
```
Forces are in eV/Å.

The value obtained for the lowest unoccupied orbital energy (alpha / beta) is -0.831 / -0.829 eV.


Record 2
A structure of composition C44H121CrCsN11O19S2. Source: OMol25; level of theory: ωB97M-V/def2-TZVPD.

Structure (XYZ):
```
199
Properties=species:S:1:pos:R:3:forces:R:3
Cr 19.048 1.277 8.119 0.1 0.6 -1.0
Cs 17.327 0.654 12.152 0.4 -0.3 -0.2
S 18.294 3.275 9.758 1.8 1.8 3.4
O 17.845 2.929 8.438 -2.0 -0.3 -3.5
O 17.240 3.079 10.751 -0.2 0.4 0.9
O 19.339 2.270 9.971 1.6 -0.5 1.8
O 18.825 4.623 9.850 -0.2 0.4 -0.4
S 18.998 -1.168 9.277 0.7 -1.6 0.4
O 19.844 -0.547 8.262 4.3 0.0 -1.9
O 19.647 -1.273 10.570 0.2 -0.5 0.5
O 18.060 -0.090 9.310 -4.7 1.9 2.9
O 18.441 -2.402 8.783 -0.1 -0.7 0.6
C 19.527 4.936 14.804 1.0 -0.9 -0.2
C 19.897 3.834 13.745 -0.2 2.4 0.1
C 20.987 4.324 12.778 0.3 1.5 -0.8
O 22.258 4.629 13.405 -1.4 -0.9 0.9
C 23.333 4.895 12.536 -0.8 -0.2 0.9
N 20.260 2.577 14.253 0.7 -1.6 0.6
H 20.402 5.509 15.111 0.2 0.3 -0.6
H 19.287 4.479 15.764 -0.8 -0.3 -0.2
H 18.751 5.585 14.398 0.0 0.0 0.3
H 18.993 3.585 13.190 -0.1 0.8 -0.5
H 20.665 5.246 12.293 -0.3 0.3 -0.1
H 21.131 3.634 11.947 0.1 -0.5 0.1
H 23.090 5.784 11.955 0.3 0.0 -0.4
H 23.542 4.000 11.950 0.2 0.1 -0.5
H 24.155 5.090 13.225 0.2 0.1 -0.4
H 20.244 2.061 13.385 0.0 -1.3 0.1
H 21.262 2.598 14.381 0.4 -0.1 0.8
C 14.533 4.209 9.729 -0.7 1.3 0.8
C 14.069 2.765 9.646 0.6 1.2 -0.9
C 13.137 2.600 8.456 -0.2 -0.9 0.3
O 11.869 3.220 8.582 0.6 0.8 0.4
C 11.098 2.716 9.647 -1.1 -1.7 -0.9
N 15.289 2.037 9.355 -0.8 -0.8 0.5
H 13.768 4.883 10.115 -0.4 0.2 -0.5
H 14.910 4.537 8.760 -0.3 0.1 -0.2
H 15.359 4.392 10.417 0.1 -0.6 0.1
H 13.599 2.469 10.583 0.2 -0.3 0.0
H 12.982 1.552 8.198 -0.1 -0.5 0.5
H 13.713 2.921 7.588 -0.5 0.9 -0.2
H 11.558 2.368 10.572 0.5 1.3 0.3
H 10.698 1.743 9.360 -0.2 -0.6 -0.6
H 10.165 3.273 9.735 0.5 0.6 0.4
H 15.958 2.478 9.970 0.4 -0.6 0.5
H 15.689 2.394 8.500 -0.2 0.0 -0.7
C 21.052 1.933 5.063 0.2 -0.8 -0.9
C 21.575 2.026 6.466 0.3 0.7 -0.4
C 22.871 2.816 6.505 1.4 -0.8 0.4
O 23.909 1.954 5.952 0.1 0.7 -0.2
C 25.188 2.605 5.957 -1.1 0.4 0.7
N 20.528 2.641 7.281 1.1 0.8 0.1
H 21.778 1.558 4.341 0.3 -0.3 0.2
H 20.811 2.916 4.658 -0.5 0.1 0.3
H 20.214 1.236 5.037 -0.2 0.2 -0.2
H 21.777 1.062 6.932 0.2 -0.3 -0.4
H 23.138 3.072 7.530 0.1 -0.3 0.5
H 22.890 3.810 6.058 -0.4 0.0 -0.8
H 25.186 3.474 5.299 0.0 0.0 -0.4
H 26.021 1.949 5.705 -0.4 -0.3 0.0
H 25.311 3.013 6.960 0.5 0.0 0.3
H 21.002 3.319 7.861 0.3 -0.1 1.3
H 20.054 3.341 6.729 -0.8 -0.2 -0.9
C 17.142 0.119 4.234 -0.1 1.0 -0.9
C 17.471 1.198 5.250 -1.8 0.3 0.4
C 16.210 2.063 5.562 -0.6 0.0 0.8
O 15.917 3.001 4.536 0.2 -0.8 -0.4
C 14.563 3.424 4.505 1.1 0.6 -0.2
N 17.946 0.515 6.445 0.2 0.3 -0.7
H 16.364 -0.597 4.498 -0.1 0.2 0.7
H 18.041 -0.461 4.026 0.0 0.1 -0.4
H 16.745 0.690 3.395 0.3 -0.5 -0.7
H 18.158 1.962 4.887 0.5 -0.6 -0.2
H 16.265 2.630 6.492 0.8 0.1 0.3
H 15.309 1.488 5.775 0.0 -0.8 -0.4
H 14.409 4.207 5.248 -0.2 0.1 0.2
H 13.841 2.629 4.690 0.1 -0.2 -0.3
H 14.505 3.877 3.515 -0.7 -0.1 0.0
H 17.162 -0.058 6.721 -0.8 0.1 0.9
H 18.545 -0.226 6.110 0.9 0.0 -0.4
C 23.164 -0.048 12.666 0.2 0.4 -1.0
C 22.478 0.794 11.542 1.3 -0.2 1.0
C 22.814 0.364 10.110 0.5 -0.5 0.3
O 24.243 0.374 9.937 -0.2 0.7 0.4
C 24.704 -0.143 8.713 -0.7 -0.2 -0.2
N 21.053 0.841 11.773 -0.1 0.2 -0.1
H 22.792 -1.072 12.692 0.0 0.0 0.1
H 23.060 0.440 13.634 -0.5 -0.1 0.0
H 24.236 -0.037 12.471 0.1 -0.4 -0.1
H 22.976 1.753 11.678 -0.4 0.5 -0.1
H 22.256 0.992 9.416 0.3 0.6 -0.3
H 22.389 -0.619 9.906 0.2 -0.5 0.1
H 24.258 0.380 7.866 -0.5 -0.2 -0.2
H 24.472 -1.208 8.720 -0.1 -0.3 -0.5
H 25.772 -0.043 8.521 0.2 0.2 0.9
H 20.683 0.060 11.250 -0.4 -0.6 0.3
H 20.609 1.595 11.269 0.2 0.5 -0.3
C 21.628 -3.593 8.622 -0.2 -0.5 1.9
C 21.962 -4.147 10.099 0.6 0.9 -0.5
C 23.335 -3.663 10.615 0.2 0.1 -0.6
O 23.834 -4.330 11.778 0.2 -0.9 -0.6
C 24.625 -5.451 11.365 0.3 0.6 1.4
N 20.919 -3.778 11.032 -0.9 0.3 0.1
H 20.655 -4.012 8.365 0.0 -0.1 -0.1
H 22.354 -3.859 7.854 0.2 0.0 0.2
H 21.463 -2.516 8.648 0.3 0.1 0.0
H 21.970 -5.235 10.025 0.2 -0.2 0.0
H 23.342 -2.605 10.876 -0.4 0.1 -0.1
H 24.074 -3.777 9.822 0.2 0.0 -0.3
H 24.023 -6.229 10.895 0.2 0.1 -0.4
H 25.134 -5.879 12.228 -0.6 -0.1 0.5
H 25.516 -5.098 10.845 -0.3 0.0 -1.1
H 21.204 -3.667 11.995 0.7 -0.7 0.2
H 20.597 -2.838 10.853 -0.4 0.1 -0.5
C 21.062 -2.074 3.632 0.9 -0.1 -1.6
C 21.287 -2.087 5.104 -0.4 -1.2 -0.2
C 22.583 -1.462 5.501 1.1 0.6 -0.5
O 23.705 -2.088 4.861 0.8 -0.2 0.5
C 24.938 -1.390 5.170 -1.0 0.0 -0.5
N 20.129 -1.460 5.696 0.4 0.3 0.7
H 20.097 -2.457 3.302 -0.2 0.1 0.4
H 21.815 -2.667 3.112 0.1 -0.2 0.0
H 21.197 -1.063 3.247 -0.3 0.2 0.0
H 21.344 -3.135 5.399 0.1 -0.4 0.3
H 22.765 -1.506 6.575 -0.3 0.2 0.3
H 22.578 -0.431 5.149 -0.1 0.4 0.3
H 24.895 -0.433 4.650 0.2 0.2 0.0
H 25.812 -1.953 4.843 -0.3 -0.3 -0.3
H 25.098 -1.186 6.228 -0.4 -0.1 0.3
H 19.462 -2.192 5.895 -0.6 0.0 -0.5
H 20.308 -1.161 6.644 0.5 0.3 0.2
C 16.973 -3.937 4.244 -0.1 -0.4 -0.6
C 17.480 -4.256 5.632 1.0 0.3 -0.5
C 18.790 -5.067 5.678 0.1 -0.5 0.1
O 18.701 -6.407 5.152 0.8 0.8 -0.3
C 17.845 -7.277 5.833 -0.4 0.3 -0.3
N 17.691 -2.936 6.243 -1.0 -1.0 -0.1
H 16.235 -3.134 4.241 -0.2 0.0 0.4
H 16.472 -4.813 3.830 0.2 0.0 -0.5
H 17.767 -3.554 3.604 0.1 -0.3 -0.1
H 16.710 -4.891 6.070 -0.2 0.2 0.7
H 19.183 -5.098 6.694 -0.5 -0.2 0.6
H 19.646 -4.604 5.187 -0.4 0.2 -0.7
H 16.838 -6.899 5.659 -0.4 -0.4 0.5
H 18.080 -7.364 6.894 -0.1 0.2 0.2
H 17.926 -8.269 5.387 0.1 0.1 -0.1
H 17.985 -2.946 7.209 0.4 -0.4 0.4
H 16.736 -2.618 6.332 -0.1 0.9 -0.1
C 14.492 -1.813 9.520 0.2 -0.1 0.3
C 14.964 -1.518 8.123 -1.0 0.1 -0.9
C 13.698 -1.400 7.203 1.5 -0.1 0.6
O 12.895 -2.539 7.363 0.0 -1.4 -0.9
C 13.272 -3.669 6.525 -0.6 0.6 0.8
N 15.838 -0.344 8.016 -1.7 -1.7 -0.7
H 13.977 -2.772 9.586 0.0 0.1 0.0
H 13.815 -1.024 9.848 0.1 0.1 0.4
H 15.415 -1.885 10.095 -0.2 0.2 0.6
H 15.492 -2.432 7.849 0.3 0.1 -0.5
H 14.010 -1.254 6.168 0.0 0.0 -0.3
H 13.099 -0.541 7.506 0.0 0.1 0.1
H 12.826 -3.560 5.536 0.0 0.0 -0.1
H 12.883 -4.565 7.009 -0.2 0.1 0.0
H 14.341 -3.847 6.409 0.2 0.5 0.1
H 15.364 0.422 8.473 -0.2 0.4 0.0
H 16.621 -0.473 8.641 0.2 -0.2 -0.1
C 18.847 6.260 4.998 0.5 1.1 1.4
C 18.317 5.573 6.280 -0.4 2.1 -1.7
C 16.829 6.081 6.548 0.9 -0.3 -0.4
O 16.667 7.501 6.461 0.0 0.1 1.7
C 16.893 8.231 7.729 0.3 -0.7 -1.6
N 18.469 4.194 6.011 -0.9 -0.8 0.9
H 18.887 7.308 5.293 -0.1 0.4 -0.9
H 18.288 6.087 4.078 -0.4 0.0 0.3
H 19.874 5.959 4.791 0.1 -0.2 0.2
H 18.948 5.840 7.128 0.1 0.1 0.1
H 16.389 5.689 7.466 0.3 0.0 0.4
H 16.241 5.616 5.757 -0.2 0.3 -0.3
H 16.276 7.945 8.581 -0.5 -0.4 -0.3
H 16.703 9.270 7.460 0.1 -0.1 0.2
H 17.922 8.094 8.062 0.2 0.1 -0.1
H 17.838 3.942 5.264 -0.1 0.0 -0.3
H 18.082 3.788 6.851 0.0 -1.0 0.0
C 23.719 6.052 8.718 0.2 1.3 0.5
C 22.259 6.334 9.080 1.0 0.3 -0.9
C 21.582 7.330 8.113 -0.1 -0.3 0.9
O 22.222 8.597 8.138 0.3 -0.9 -0.1
C 21.495 9.612 7.512 0.0 0.5 0.2
N 21.620 5.041 9.041 -0.4 -0.2 0.1
H 24.311 6.896 9.072 0.3 0.2 -0.3
H 23.852 5.950 7.641 0.0 -0.3 0.0
H 24.109 5.204 9.281 -0.2 -0.3 -0.3
H 22.268 6.690 10.110 -0.3 0.7 0.0
H 20.542 7.446 8.419 -0.3 0.1 0.3
H 21.517 6.870 7.127 0.4 0.1 -0.4
H 20.509 9.737 7.961 -0.2 -0.1 0.1
H 21.350 9.485 6.439 0.1 -0.3 -0.2
H 22.052 10.535 7.675 0.0 0.0 -0.1
H 21.894 4.690 9.947 -0.2 -1.0 0.0
H 20.617 5.122 9.124 -0.6 0.0 0.1
```
Forces are in eV/Å.

As for the total charge: -1. The expectation value of S² is 6.007. Its multiplicity is 5. The value obtained for the lowest unoccupied orbital energy (alpha / beta) is 1.445 / 1.445 eV.


Number 1: maximum force 4.87 eV/A, DFT total energy -14987.16943 eV. Number 2: maximum force 5.89 eV/A, DFT total energy -153523.46947 eV.